A | The following is a DFT calculation (ωB97M-V/def2-TZVPD) of a cluster of 10 separate species, H20O10 in total.

Last column: natural (NBO) charge in e.
Geometry (Å):
O 0.532 4.502 -0.560  -0.9388
H 1.390 4.178 -0.832  0.4691
H -0.093 3.977 -1.060  0.4697
O 1.025 -0.008 -4.682  -0.9409
H 0.363 0.681 -4.625  0.4694
H 0.898 -0.529 -3.889  0.4712
O 0.533 -0.565 -0.273  -0.9428
H 0.923 -0.628 0.599  0.4720
H -0.197 0.044 -0.167  0.4706
O -0.262 2.087 6.150  -0.9351
H 0.322 1.797 6.852  0.4662
H 0.157 1.778 5.347  0.4689
O -4.181 1.314 0.407  -0.9402
H -4.531 1.315 1.299  0.4739
H -4.672 2.001 -0.043  0.4666
O -2.008 3.350 -3.904  -0.9391
H -1.859 4.286 -4.037  0.4717
H -2.863 3.302 -3.477  0.4677
O -4.928 -2.039 -2.270  -0.9343
H -4.639 -1.229 -1.850  0.4699
H -5.623 -1.764 -2.868  0.4642
O 2.800 -0.836 3.770  -0.9410
H 2.977 -1.488 4.449  0.4724
H 3.523 -0.214 3.841  0.4688
O 6.594 -2.036 0.867  -0.9344
H 6.024 -2.507 0.258  0.4690
H 6.027 -1.376 1.265  0.4653
O 0.252 -6.557 -0.361  -0.9328
H 0.920 -7.154 -0.023  0.4652
H 0.598 -5.683 -0.181  0.4676

Values from the calculation:
LUMO level	-0.1	eV
spin multiplicity	1
gap between HOMO and LUMO	11.1	eV
structure (SMILES)	O.O.O.O.O.O.O.O.O.O
molecular weight	180.150	g/mol


B | The following is a DFT calculation (ωB97M-V/def2-TZVPD) of a cluster of 10 separate species, H20O10 in total.

Last column: natural (NBO) charge in e.
Geometry (Å):
H 0.708 0.405 -1.812  0.4906
H -0.646 0.575 -1.143  0.4556
H 2.273 1.402 2.987  0.4633
H 1.766 0.055 2.499  0.4747
H 0.513 -4.085 -0.705  0.4620
H 0.772 -2.689 -0.163  0.4659
H 2.530 -1.846 -3.399  0.4777
H 2.550 -0.567 -4.219  0.4659
H -4.195 1.476 2.760  0.4562
H -3.106 0.552 2.241  0.4764
H 1.498 -2.894 3.244  0.4758
H 0.758 -2.849 1.917  0.4628
H 0.458 4.397 1.251  0.4669
H 1.680 4.109 2.108  0.4636
H 2.680 2.974 -2.558  0.4677
H 3.476 2.018 -1.684  0.4757
H -3.996 -2.138 -1.943  0.4693
H -4.636 -3.401 -2.493  0.4657
H -2.477 1.042 0.247  0.4683
H -1.579 1.700 1.281  0.4712
O -0.060 -0.095 -1.514  -0.9480
O 1.481 0.962 2.657  -0.9384
O 0.760 -3.196 -0.983  -0.9271
O 2.983 -0.999 -3.474  -0.9435
O -4.027 0.797 2.097  -0.9404
O 1.633 -2.730 2.303  -0.9389
O 0.947 3.673 1.659  -0.9301
O 2.573 2.277 -1.900  -0.9425
O -4.813 -2.467 -2.333  -0.9350
O -2.506 1.541 1.071  -0.9313

Values from the calculation:
LUMO level	0.2	eV
spin multiplicity	1
gap between HOMO and LUMO	9.2	eV
structure (SMILES)	O.O.O.O.O.O.O.O.O.O
molecular weight	180.150	g/mol


C | The following is a DFT calculation (ωB97M-V/def2-TZVPD) of a cluster of 10 separate species, H20O10 in total.

Last column: natural (NBO) charge in e.
Geometry (Å):
H 0.058 0.558 -0.155  0.4637
H 0.909 1.215 0.837  0.4705
H -0.192 -1.320 -0.491  0.4651
H 0.273 -1.988 -1.749  0.4580
H -2.302 0.156 1.137  0.4624
H -2.919 -1.262 1.245  0.4695
H 2.655 1.186 -1.060  0.4863
H 3.508 0.345 -0.212  0.4516
H -0.301 -4.868 0.942  0.4851
H -0.385 -3.599 -0.047  0.4676
H -1.056 3.435 -2.805  0.4636
H -2.084 4.214 -2.192  0.4732
H 2.922 1.414 1.559  0.4726
H 2.157 2.308 2.549  0.4579
H 1.229 -2.297 3.445  0.4587
H 2.584 -2.149 3.089  0.4617
H -1.593 -1.298 -3.463  0.4712
H -1.153 -2.741 -3.726  0.4607
H -1.882 2.617 0.110  0.4645
H -2.486 2.714 1.442  0.4500
O 1.022 0.554 0.181  -0.9392
O 0.375 -1.178 -1.238  -0.9232
O -3.028 -0.438 0.877  -0.9319
O 3.558 1.135 -0.704  -0.9364
O -0.767 -4.020 0.732  -0.9536
O -1.373 3.589 -1.936  -0.9356
O 2.701 2.350 1.710  -0.9290
O 1.856 -1.636 3.545  -0.9200
O -1.604 -1.968 -4.089  -0.9305
O -2.679 2.974 0.465  -0.9142

Values from the calculation:
LUMO level	-0.4	eV
spin multiplicity	1
gap between HOMO and LUMO	10.4	eV
structure (SMILES)	O.O.O.O.O.O.O.O.O.O
molecular weight	180.150	g/mol


Most favorable structure: A. The second most favorable one is 1.200 eV above it.


A | The following is a DFT calculation (ωB97M-V/def2-TZVPD) of a cluster of 10 separate species, H20O10 in total.

Last column: natural (NBO) charge in e.
Geometry (Å):
O -5.413 0.024 -0.918  -0.9348
H -5.332 0.942 -0.660  0.4660
H -5.833 0.053 -1.778  0.4691
O -0.873 -1.088 -4.890  -0.9334
H -0.982 -0.152 -4.719  0.4686
H -1.224 -1.214 -5.771  0.4648
O -1.226 -2.897 3.877  -0.9404
H -0.843 -2.127 3.458  0.4714
H -0.697 -3.030 4.664  0.4689
O -4.486 -3.954 1.440  -0.9418
H -3.614 -3.942 1.835  0.4736
H -4.489 -3.205 0.844  0.4679
O -0.952 1.483 4.299  -0.9355
H -1.357 2.350 4.329  0.4671
H -0.359 1.521 3.549  0.4684
O 0.035 -0.095 0.308  -0.9490
H -0.886 0.015 0.070  0.4738
H 0.508 0.481 -0.291  0.4751
O 4.273 2.795 0.055  -0.9404
H 3.913 3.303 0.782  0.4692
H 5.214 2.970 0.082  0.4714
O 3.976 -1.216 1.685  -0.9357
H 3.140 -0.769 1.553  0.4706
H 4.338 -0.819 2.477  0.4651
O 4.875 -0.069 -2.754  -0.9404
H 4.438 -0.757 -2.253  0.4717
H 4.899 0.681 -2.160  0.4684
O -0.263 2.533 -2.956  -0.9406
H 0.343 3.270 -3.023  0.4735
H -1.123 2.911 -3.138  0.4674

Values from the calculation:
LUMO level	-0.2	eV
spin multiplicity	1
gap between HOMO and LUMO	10.8	eV
structure (SMILES)	O.O.O.O.O.O.O.O.O.O
molecular weight	180.150	g/mol


B | The following is a DFT calculation (ωB97M-V/def2-TZVPD) of a cluster of 10 separate species, H20O10 in total.

Last column: natural (NBO) charge in e.
Geometry (Å):
H -0.089 0.803 0.123  0.4723
H -0.450 -0.282 1.125  0.4810
H -1.242 3.853 1.436  0.4712
H -2.742 3.835 1.194  0.4586
H 4.410 2.270 -2.369  0.4654
H 3.254 1.684 -1.575  0.4647
H 4.355 -1.265 0.246  0.4680
H 5.344 -2.211 -0.415  0.4645
H -2.063 0.635 -1.008  0.4879
H -2.686 2.005 -0.797  0.4667
H 1.007 5.161 0.386  0.4684
H 1.444 3.855 -0.256  0.4674
H -0.060 -1.874 -0.722  0.4874
H -0.787 -3.046 -0.084  0.4759
H 1.965 -2.283 2.645  0.4631
H 3.128 -3.090 2.091  0.4698
H -5.233 -0.792 -0.956  0.4708
H -4.102 0.199 -0.737  0.4707
H -2.586 -4.000 0.630  0.4700
H -2.913 -4.106 -0.850  0.4760
O 0.025 -0.138 0.298  -0.9537
O -2.060 3.463 1.764  -0.9299
O 3.938 1.445 -2.210  -0.9298
O 4.399 -2.064 -0.292  -0.9323
O -2.050 1.391 -0.411  -0.9514
O 1.461 4.333 0.581  -0.9351
O -0.866 -2.099 -0.244  -0.9696
O 2.175 -2.975 2.007  -0.9328
O -4.623 -0.218 -1.433  -0.9448
O -2.353 -4.491 -0.166  -0.9405

Values from the calculation:
LUMO level	0.0	eV
spin multiplicity	1
gap between HOMO and LUMO	10.0	eV
structure (SMILES)	O.O.O.O.O.O.O.O.O.O
molecular weight	180.150	g/mol


Most favorable structure: A. The second most favorable one is 0.384 eV above it.


A | The following is a DFT calculation (ωB97M-V/def2-TZVPD) of a structure of composition C23H38Cl2N7O6P2V.

Last column: Löwdin spin population.
Geometry (Å):
V -0.243 -0.162 -0.246  1.9122
C -2.724 -3.134 -3.323  0.0001
N -3.265 -2.943 -1.972  0.0008
C -4.242 -3.962 -1.585  0.0001
P -3.173 -1.451 -1.339  0.0043
O -1.798 -0.855 -1.417  0.0257
O -3.531 -1.656 0.229  0.0011
P -2.584 -1.471 1.530  0.0019
O -1.562 -0.392 1.226  0.0157
N -1.925 -2.918 1.823  0.0001
C -0.949 -2.979 2.922  0.0001
C -2.553 -4.209 1.541  0.0001
N -3.531 -0.974 2.737  -0.0007
C -4.323 -1.930 3.518  -0.0001
C -4.077 0.387 2.719  0.0001
N -4.296 -0.506 -2.021  0.0002
C -4.300 0.936 -1.801  -0.0002
C -5.584 -1.042 -2.473  0.0001
H -3.526 -3.155 -4.065  0.0000
H -2.186 -4.082 -3.366  0.0000
H -2.046 -2.324 -3.582  0.0000
H -4.996 -4.086 -2.365  0.0000
H -4.752 -3.685 -0.666  0.0000
H -3.739 -4.919 -1.444  0.0000
H -0.403 -2.041 2.997  0.0001
H -0.238 -3.777 2.714  0.0000
H -1.440 -3.179 3.877  0.0000
H -3.396 -4.091 0.872  0.0000
H -2.903 -4.675 2.465  0.0000
H -1.820 -4.870 1.076  0.0000
H -3.776 -2.860 3.656  0.0000
H -5.283 -2.144 3.041  0.0000
H -4.511 -1.500 4.500  0.0000
H -3.417 1.047 2.161  0.0001
H -4.147 0.756 3.742  0.0000
H -5.074 0.402 2.272  0.0000
H -3.294 1.255 -1.561  -0.0002
H -4.988 1.222 -1.001  0.0000
H -4.600 1.438 -2.721  0.0000
H -5.466 -2.043 -2.878  0.0000
H -5.958 -0.402 -3.271  0.0000
H -6.322 -1.062 -1.668  0.0000
O 1.506 0.286 0.889  0.0041
C 1.566 1.532 1.601  0.0028
C 0.506 2.474 1.109  0.0024
C 0.493 3.790 1.542  -0.0010
C -0.539 4.618 1.145  0.0034
C -1.527 4.101 0.319  0.0002
C -1.426 2.788 -0.083  0.0055
N -0.432 1.970 0.299  -0.0003
H 2.154 0.344 0.156  0.0007
H 2.558 1.966 1.484  0.0000
H 1.403 1.305 2.655  0.0001
H 1.287 4.152 2.181  -0.0001
H -0.570 5.650 1.467  0.0002
H -2.349 4.708 -0.030  0.0000
H -2.153 2.371 -0.758  0.0008
N 1.317 -3.720 -1.837  0.0053
C 0.511 -2.658 -1.704  0.0090
N 0.588 -2.111 -0.509  -0.0004
C 1.548 -2.860 0.187  0.0001
C 2.071 -2.723 1.474  -0.0002
C 3.019 -3.639 1.878  0.0006
C 3.453 -4.676 1.034  -0.0003
C 2.955 -4.817 -0.243  0.0004
C 2.003 -3.885 -0.642  -0.0005
H 1.435 -4.262 -2.677  0.0002
H -0.100 -2.280 -2.504  0.0004
H 1.767 -1.916 2.123  -0.0001
H 3.450 -3.555 2.867  0.0000
H 4.201 -5.370 1.392  0.0000
H 3.295 -5.605 -0.901  0.0000
Cl -0.753 1.948 -3.500  0.0011
C 0.887 2.388 -2.982  0.0000
Cl 0.945 4.043 -2.382  -0.0004
C 1.462 1.431 -1.931  0.0036
O 2.484 1.712 -1.346  -0.0013
O 0.834 0.303 -1.723  0.0019
H 1.520 2.341 -3.866  0.0001

Values from the calculation:
LUMO level (spin up / spin down)	-5.9 / -5.0	eV
spin multiplicity	3
net charge	+2
gap between HOMO and LUMO (spin up / spin down)	8.0 / 9.0	eV
molecular weight	692.398	g/mol


B | The following is a DFT calculation (ωB97M-V/def2-TZVPD) of a structure of composition C23H38Cl2N7O6P2V.

Last column: Löwdin spin population.
Geometry (Å):
V -0.972 -0.246 -0.684  1.9092
C 2.699 1.648 2.336  0.0001
N 1.254 1.539 2.131  0.0005
C 0.520 2.786 2.347  0.0000
P 0.418 0.147 2.144  0.0019
O -0.804 0.196 1.252  0.0156
O 1.447 -0.951 1.572  0.0006
P 1.936 -1.181 0.048  0.0040
O 1.054 -0.407 -0.899  0.0316
N 3.447 -0.595 -0.062  0.0006
C 3.864 0.422 -1.025  0.0001
C 4.531 -1.386 0.531  0.0000
N 1.853 -2.789 -0.077  0.0015
C 2.183 -3.358 -1.385  0.0001
C 1.634 -3.764 0.988  0.0002
N -0.019 -0.286 3.635  -0.0007
C -0.942 -1.408 3.852  0.0000
C 0.801 0.052 4.800  -0.0001
H 2.918 2.081 3.314  0.0000
H 3.125 2.296 1.568  0.0000
H 3.173 0.673 2.272  0.0000
H 0.681 3.169 3.357  0.0000
H -0.547 2.623 2.204  0.0000
H 0.863 3.537 1.632  0.0000
H 3.014 1.038 -1.304  0.0000
H 4.297 -0.030 -1.920  0.0000
H 4.620 1.057 -0.561  0.0000
H 4.148 -2.021 1.330  0.0000
H 5.272 -0.713 0.961  -0.0001
H 5.025 -2.017 -0.212  0.0000
H 2.269 -2.570 -2.133  0.0000
H 1.385 -4.035 -1.695  0.0000
H 3.123 -3.913 -1.349  0.0000
H 1.289 -3.275 1.893  0.0000
H 2.552 -4.316 1.201  0.0000
H 0.868 -4.473 0.670  0.0000
H -1.471 -1.661 2.936  0.0000
H -1.657 -1.131 4.626  0.0000
H -0.396 -2.294 4.183  0.0000
H 1.362 0.966 4.623  0.0000
H 1.496 -0.753 5.049  0.0000
H 0.142 0.215 5.652  0.0000
O -1.345 -0.344 -2.709  0.0054
C -2.678 -0.115 -3.192  0.0019
C -3.624 -0.098 -2.019  0.0049
C -4.992 -0.022 -2.221  -0.0015
C -5.830 -0.036 -1.120  0.0064
C -5.280 -0.128 0.153  -0.0008
C -3.909 -0.185 0.277  0.0076
N -3.096 -0.157 -0.791  0.0005
H -0.775 -0.730 -3.383  0.0016
H -2.962 -0.916 -3.875  0.0000
H -2.711 0.839 -3.723  0.0000
H -5.391 0.031 -3.225  -0.0002
H -6.903 0.014 -1.251  0.0003
H -5.906 -0.158 1.033  -0.0001
H -3.420 -0.259 1.241  0.0003
N -1.369 4.032 -0.826  0.0009
C -1.652 2.776 -0.445  0.0026
N -0.878 1.891 -1.035  -0.0022
C -0.027 2.617 -1.870  0.0014
C 0.973 2.198 -2.748  -0.0001
C 1.638 3.172 -3.463  0.0002
C 1.327 4.534 -3.319  -0.0002
C 0.338 4.962 -2.461  0.0001
C -0.332 3.976 -1.744  -0.0002
H -1.848 4.860 -0.511  0.0000
H -2.427 2.541 0.267  0.0001
H 1.220 1.150 -2.850  -0.0001
H 2.419 2.887 -4.155  0.0000
H 1.875 5.262 -3.901  0.0000
H 0.095 6.011 -2.356  0.0000
Cl -2.238 -3.540 -2.564  0.0000
C -2.477 -3.990 -0.862  -0.0009
Cl -1.894 -5.625 -0.565  0.0003
C -1.795 -3.031 0.143  0.0038
O -1.993 -3.208 1.318  0.0042
O -1.037 -2.104 -0.364  -0.0016
H -3.548 -3.977 -0.683  -0.0002

Values from the calculation:
LUMO level (spin up / spin down)	-5.9 / -5.2	eV
spin multiplicity	3
net charge	+2
gap between HOMO and LUMO (spin up / spin down)	8.2 / 9.0	eV
molecular weight	692.398	g/mol


Most favorable structure: B. The second most favorable one is 0.287 eV above it.